A cluster of 4 separate species, C16H25FN5O2 in total, computed with ωB97M-V with the def2-TZVPD basis set.

The geometry in XYZ format:
```
49
Properties=species:S:1:pos:R:3:nbo_charge:R:1
C 2.168 1.314 2.677 -0.677
C 1.815 2.305 1.818 0.040
N 0.732 2.425 1.009 -0.758
C -0.149 1.396 1.026 0.812
O -0.354 0.568 0.158 -0.649
N -1.039 1.416 2.196 -0.765
C -1.860 2.560 2.141 0.994
O -2.623 2.886 1.263 -0.572
F -1.744 3.314 3.251 -0.335
H 2.844 1.518 3.490 0.174
H 1.793 0.310 2.618 0.190
H 2.494 3.141 1.712 0.173
H -1.591 0.570 2.192 0.388
C 0.670 4.890 -1.228 -0.636
C 1.331 6.244 -0.975 -0.376
C 2.855 6.209 -1.147 -0.504
C 3.461 5.266 -0.207 0.287
N 3.935 4.525 0.524 -0.324
H 0.998 4.125 -0.519 0.281
H -0.412 4.972 -1.127 0.215
H 0.888 4.534 -2.238 0.184
H 1.089 6.581 0.034 0.207
H 0.924 6.987 -1.667 0.188
H 3.288 7.195 -0.973 0.232
H 3.116 5.901 -2.161 0.233
C 0.328 -3.793 -1.464 -0.618
C 1.583 -3.233 -2.122 -0.379
C 2.773 -3.173 -1.161 -0.500
C 2.451 -2.316 -0.019 0.255
N 2.200 -1.612 0.847 -0.281
H 0.006 -3.165 -0.633 0.233
H -0.492 -3.831 -2.185 0.200
H 0.490 -4.802 -1.085 0.209
H 1.375 -2.229 -2.495 0.217
H 1.853 -3.848 -2.985 0.191
H 3.650 -2.767 -1.666 0.239
H 3.027 -4.168 -0.791 0.230
C -3.933 -3.181 0.886 -0.615
C -4.037 -3.945 -0.429 -0.379
C -3.754 -5.445 -0.273 -0.508
C -2.399 -5.667 0.233 0.292
N -1.337 -5.840 0.621 -0.336
H -2.924 -3.233 1.297 0.226
H -4.167 -2.128 0.735 0.228
H -4.627 -3.580 1.629 0.194
H -3.339 -3.518 -1.150 0.216
H -5.040 -3.823 -0.843 0.202
H -3.850 -5.954 -1.233 0.243
H -4.462 -5.901 0.421 0.237
```

Calculated values
- total charge = -1
- ΔE to the lowest compared entry with this formula, charge and spin (kJ/mol) = 53.5
- E_tot (eV) = -31260.07490
- orbital gap (hartree) = 0.17728
- LUMO energy (eV) = 2.388
- M (g/mol) = 338.41

---

A structure of composition C16H25InN6O4PS2, computed with ωB97M-V with the def2-TZVPD basis set.

The geometry in XYZ format:
```
55
Properties=species:S:1:pos:R:3:lowdin_charge:R:1
In 0.796 -1.272 0.021 0.770
N -0.214 -2.885 2.930 0.206
C -1.220 -2.939 2.051 -0.420
N -2.389 -3.396 2.476 0.194
C -3.351 -3.454 1.557 -0.410
N -4.550 -3.895 1.930 0.197
N -3.209 -3.105 0.252 0.196
C -2.027 -2.648 -0.058 -0.271
N -0.983 -2.529 0.777 0.066
C -1.808 -2.218 -1.472 -0.177
C -2.772 -2.418 -2.441 0.026
C -2.493 -2.021 -3.739 -0.012
C -1.260 -1.460 -4.028 -0.014
C -0.351 -1.292 -3.000 -0.082
N -0.630 -1.651 -1.746 0.025
H -0.380 -3.257 3.849 0.127
H 0.733 -2.755 2.618 0.081
H -4.709 -4.149 2.889 0.121
H -5.291 -3.954 1.255 0.119
H -3.710 -2.876 -2.166 0.121
H -3.231 -2.151 -4.519 0.123
H -1.002 -1.154 -5.032 0.121
H 0.631 -0.872 -3.177 0.126
C 1.393 2.283 3.383 -0.068
C 1.907 3.219 2.311 -0.422
C 1.581 4.674 2.571 -0.056
O 1.447 2.822 0.973 -0.293
P -0.012 2.488 0.481 -0.138
S -1.491 3.423 1.230 0.358
S -0.492 0.488 0.910 0.407
O 0.189 2.442 -1.081 -0.316
C 0.643 3.532 -1.954 -0.418
C 0.176 4.896 -1.495 -0.064
C 2.146 3.439 -2.109 -0.042
H 1.868 2.539 4.330 0.093
H 1.629 1.246 3.147 0.067
H 0.313 2.380 3.503 0.068
H 2.987 3.108 2.217 0.143
H 0.506 4.829 2.648 0.048
H 1.978 5.308 1.778 0.084
H 2.043 4.975 3.512 0.092
H 0.163 3.287 -2.901 0.142
H 0.613 5.164 -0.532 0.070
H -0.908 4.940 -1.403 0.074
H 0.496 5.634 -2.231 0.094
H 2.648 3.674 -1.172 0.079
H 2.475 4.148 -2.870 0.091
H 2.442 2.437 -2.422 0.081
C 2.584 -4.773 -0.706 0.039
C 2.163 -3.377 -0.401 -0.641
O 1.925 -3.000 0.792 -0.067
O 1.979 -2.538 -1.334 -0.040
H 2.733 -5.341 0.206 0.095
H 3.495 -4.759 -1.302 0.104
H 1.802 -5.236 -1.308 0.104
```

Calculated values
- total charge = +1
- E_tot (eV) = -70262.55325
- orbital gap (hartree) = 0.28127
- LUMO energy (eV) = -3.383
- M (g/mol) = 575.34

---

The molecule C16H25NO2, computed with ωB97M-V with the def2-TZVPD basis set.

The geometry in XYZ format:
```
44
Properties=species:S:1:pos:R:3:nbo_charge:R:1
C 2.496 1.428 2.254 -0.410
N 2.448 0.220 1.376 -0.493
C 3.787 -0.407 0.976 -0.407
C 1.261 -0.712 1.417 -0.190
C 0.071 -0.005 0.715 -0.280
C -1.266 -0.749 0.956 -0.018
C -1.248 -2.213 1.008 -0.191
C -2.483 -2.771 1.447 -0.299
C -3.641 -2.027 1.758 0.305
O -4.733 -2.739 2.152 -0.669
C -3.669 -0.582 1.598 -0.261
C -2.435 -0.040 1.221 -0.202
C 0.258 0.425 -0.769 0.291
O 1.569 0.881 -0.858 -0.806
C -0.523 1.716 -1.031 -0.415
C -0.064 2.434 -2.346 -0.394
C -0.312 1.479 -3.545 -0.395
C 0.387 0.133 -3.289 -0.397
C 0.088 -0.609 -1.957 -0.429
H 1.927 2.296 1.916 0.206
H 1.915 1.115 3.196 0.187
H 3.487 1.773 2.489 0.213
H 3.786 -1.321 0.349 0.222
H 4.297 0.340 0.427 0.203
H 4.393 -0.419 1.871 0.187
H 1.528 -1.602 0.993 0.199
H 0.900 -0.861 2.433 0.195
H -0.152 0.930 1.180 0.213
H -0.315 -2.767 0.718 0.222
H -2.529 -3.888 1.528 0.199
H -4.532 -3.683 2.177 0.481
H -4.504 0.018 1.950 0.233
H -2.281 0.991 1.142 0.208
H 1.933 0.701 0.088 0.484
H -1.556 1.521 -1.114 0.192
H -0.383 2.416 -0.138 0.193
H -0.871 3.168 -2.485 0.195
H 0.944 2.992 -2.340 0.222
H -0.027 1.970 -4.456 0.209
H -1.392 1.270 -3.628 0.187
H 1.461 0.212 -3.390 0.211
H 0.073 -0.483 -4.195 0.195
H -0.856 -1.119 -2.024 0.204
H 0.762 -1.431 -1.769 0.202
```

Calculated values
- ΔE to the lowest compared entry with this formula, charge and spin (kJ/mol) = 320.7
- E_tot (eV) = -22580.17466
- SMILES = CN(C)C[C@H](c1ccc(O)cc1)C1(O)CCCCC1
- orbital gap (hartree) = 0.32241
- LUMO energy (eV) = 0.682
- M (g/mol) = 263.38

---

The molecule C16H25NO3, computed with ωB97M-V with the def2-TZVPD basis set.

The geometry in XYZ format:
```
45
Properties=species:S:1:pos:R:3:nbo_charge:R:1
C -7.086 -0.970 -0.119 -0.638
C -5.934 -1.959 0.040 -0.061
O -4.783 -1.575 -0.682 -0.494
C -3.980 -0.584 -0.204 0.335
C -4.124 0.058 1.024 -0.347
C -3.213 1.033 1.385 -0.180
C -2.159 1.389 0.565 -0.304
C -2.008 0.749 -0.663 0.325
O -1.035 1.010 -1.580 -0.492
C 0.054 1.838 -1.228 -0.054
C 1.036 1.141 -0.285 -0.435
C 2.248 2.014 0.021 -0.402
C 3.248 1.271 0.909 -0.204
N 3.656 0.007 0.323 -0.449
C 4.616 0.163 -0.756 -0.254
C 4.879 -1.203 -1.390 -0.072
O 5.369 -2.125 -0.446 -0.522
C 4.459 -2.263 0.619 -0.073
C 4.190 -0.922 1.303 -0.245
C -2.923 -0.229 -1.034 -0.315
H -7.331 -0.858 -1.172 0.215
H -6.815 0.007 0.274 0.214
H -7.961 -1.336 0.411 0.213
H -6.215 -2.924 -0.392 0.192
H -5.696 -2.113 1.099 0.169
H -4.925 -0.189 1.702 0.215
H -3.328 1.531 2.338 0.211
H -1.478 2.159 0.889 0.208
H -0.295 2.786 -0.798 0.166
H 0.546 2.058 -2.181 0.190
H 1.374 0.214 -0.749 0.226
H 0.528 0.879 0.644 0.206
H 2.725 2.316 -0.913 0.194
H 1.936 2.924 0.538 0.205
H 4.115 1.924 1.117 0.170
H 2.762 1.048 1.862 0.195
H 4.208 0.834 -1.512 0.203
H 5.571 0.582 -0.387 0.168
H 5.639 -1.128 -2.169 0.193
H 3.942 -1.580 -1.827 0.166
H 4.908 -2.971 1.318 0.193
H 3.506 -2.669 0.246 0.166
H 3.455 -1.063 2.098 0.204
H 5.130 -0.549 1.749 0.166
H -2.810 -0.724 -1.984 0.233
```

Calculated values
- ΔE to the lowest compared entry with this formula, charge and spin (kJ/mol) = 243.9
- E_tot (eV) = -24629.28708
- SMILES = CCOc1cccc(OCCCCN2CCOCC2)c1
- orbital gap (hartree) = 0.33770
- LUMO energy (eV) = 0.898
- M (g/mol) = 279.38